1.
Molecular formula: C16H17FN2O2
Method: DFT, ωB97M-V/def2-TZVPD

Computed properties:
relative energy (zero: lowest compared OMol25 entry of this formula, charge and spin): 170.0 kcal/mol
total energy: -26653.988 eV
HOMO energy: -4.9 eV
frontier orbital gap: 3.1 eV

Each atom is followed by the atoms it is bonded to, with distances in Å.
Atoms and positions in Å:
1 H 3.93434 -5.77007 2.09636  C17 1.091
2 C 1.08537 -3.13590 1.74500  C13 1.412, C20 1.444, C22 1.418
3 H -0.94374 -2.59232 1.20177  C20 1.107
4 C -0.72425 0.02672 1.82491  N5 1.284, H8 1.098, C27 1.487
5 N 0.14141 -0.92042 1.85720  C4 1.284, C20 1.300
6 H -2.91459 1.32606 -5.07319  C15 1.090
7 H 1.36058 1.91878 -4.89594  C32 1.091
8 H -1.81063 -0.10699 1.74275  C4 1.098
9 C 3.24619 -3.78874 2.64609  C13 1.400, C17 1.406, H34 1.091
10 H -2.70000 4.50765 2.43712  C11 1.092
11 C -2.22113 4.44913 1.45722  H10 1.092, H12 1.092, H16 1.094, C25 1.506
12 H -2.07068 5.47447 1.11364  C11 1.092
13 C 2.23494 -2.83067 2.50557  C2 1.412, C9 1.400, H14 1.091
14 H 2.31385 -1.85004 2.97826  C13 1.091
15 C -1.97639 1.37538 -4.52051  H6 1.090, C26 1.397, C30 1.394
16 H -2.90772 3.95948 0.75988  C11 1.094
17 C 3.13895 -5.03075 1.99610  H1 1.091, C9 1.406, C33 1.406
18 H 1.92292 -6.28764 0.69664  C33 1.092
19 H -2.88976 0.90258 -2.59037  C30 1.090
20 C 0.00542 -2.18789 1.60344  C2 1.444, H3 1.107, N5 1.300
21 H -0.75869 1.86823 -6.24007  C26 1.089
22 C 0.99157 -4.39394 1.09834  C2 1.418, H28 1.093, C33 1.387
23 H -0.35281 3.76250 0.62052  C25 1.096
24 H 1.24851 1.46979 -2.41675  C38 1.090
25 C -0.93155 3.67655 1.54702  C11 1.506, H23 1.096, H31 1.096, O35 1.450
26 C -0.77559 1.67285 -5.16909  C15 1.397, H21 1.089, C32 1.396
27 C -0.26308 1.43856 1.90651  C4 1.487, O35 1.350, O37 1.216
28 H 0.09827 -4.59854 0.50243  C22 1.093
29 F -0.85569 1.00026 -1.00697  N36 1.486
30 C -1.98233 1.13480 -3.14775  C15 1.394, H19 1.090, N36 1.339
31 H -0.30939 4.00433 2.38815  C25 1.096
32 C 0.40253 1.70415 -4.42102  H7 1.091, C26 1.396, C38 1.394
33 C 2.00971 -5.32891 1.21304  C17 1.406, H18 1.092, C22 1.387
34 H 4.12139 -3.56311 3.25668  C9 1.091
35 O -1.29950 2.28667 1.73458  C25 1.450, C27 1.350
36 N -0.82374 1.19918 -2.47904  F29 1.486, C30 1.339, C38 1.340
37 O 0.89395 1.77074 2.08128  C27 1.216
38 C 0.36133 1.45708 -3.04981  H24 1.090, C32 1.394, N36 1.340

Mulliken population analysis, charges in e, atoms 1 to 2: 0.34 0.82

2.
Molecular formula: C16H17N
Method: DFT, ωB97M-V/def2-TZVPD

Computed properties:
relative energy (zero: lowest compared OMol25 entry of this formula, charge and spin): 58.4 kcal/mol
net charge: -1
spin multiplicity: 2
total energy: -18354.536 eV
HOMO energy (spin up / spin down): 0.8 / -3.0 eV
frontier orbital gap (spin up / spin down): 2.3 / 6.0 eV

Each atom is followed by the atoms it is bonded to, with distances in Å.
Atoms and positions in Å:
1 H -1.64931 2.11036 0.63644  C27 1.102
2 C -0.79827 -3.19786 -0.77632  C6 1.417, C7 1.348, H17 1.180
3 C -1.44637 4.40289 -1.08392  H5 1.161, H19 1.137, H21 1.123, C24 1.540
4 C 0.91496 -3.47844 0.88037  C7 1.392, C14 1.417, H30 1.053
5 H -1.46257 5.16934 -0.21255  C3 1.161
6 C -1.78933 -3.46383 0.20112  C2 1.417, C18 1.367, H33 1.109
7 C 0.48570 -3.43625 -0.44340  C2 1.348, C4 1.392, H16 1.106
8 C 2.18316 1.08452 -0.33182  H9 1.098, C29 1.427, C31 1.409
9 H 3.20376 0.71102 -0.48708  C8 1.098
10 H 0.11404 -3.49274 2.92294  C14 1.072
11 H 1.80406 -0.03313 1.36618  C31 0.984
12 H -3.46436 -3.54059 2.27604  C32 1.075
13 H -2.18319 -2.99045 3.33356  C32 1.159
14 C -0.09716 -3.49686 1.87243  C4 1.417, H10 1.072, C18 1.398
15 C 0.95132 4.01540 -2.19535  N23 1.402, C24 1.371, H34 1.017
16 H 1.04185 -3.59635 -1.38638  C7 1.106
17 H -1.19172 -2.66465 -1.75245  C2 1.180
18 C -1.44462 -3.60478 1.51599  C6 1.367, C14 1.398, C32 1.455
19 H -1.97088 5.04494 -1.86136  C3 1.137
20 C 0.04890 0.92802 1.10364  H26 1.144, C27 1.372, C31 1.442
21 H -2.14004 3.61459 -0.68644  C3 1.123
22 C 0.21399 2.62253 -0.54310  C24 1.404, C27 1.425, C29 1.459
23 N 1.96270 3.06701 -1.98484  C15 1.402, H25 0.944, C29 1.410
24 C -0.10410 3.70644 -1.37730  C3 1.540, C15 1.371, C22 1.404
25 H 2.72002 3.06359 -2.54771  N23 0.944
26 H -0.29185 0.35198 2.03120  C20 1.144
27 C -0.58808 1.92238 0.40455  H1 1.102, C20 1.372, C22 1.425
28 H -2.44082 -4.72064 3.12217  C32 1.091
29 C 1.53504 2.18071 -0.97554  C8 1.427, C22 1.459, N23 1.410
30 H 1.91503 -3.60188 1.18604  C4 1.053
31 C 1.38366 0.55881 0.70216  C8 1.409, H11 0.984, C20 1.442
32 C -2.45522 -3.79560 2.54483  H12 1.075, H13 1.159, C18 1.455, H28 1.091
33 H -2.81840 -3.37294 -0.20349  C6 1.109
34 H 1.11403 4.79002 -2.83329  C15 1.017

Mulliken population analysis, charges in e, atoms 1 to 2: 0.06 -0.22

Q: The highest relative energy (zero: lowest compared OMol25 entry of this formula, charge and spin) belongs to which entry?
A: C16H17FN2O2

Q: What is the total energy in the first record?
A: -26653.988 eV

Q: Which of these has the highest total energy?
A: C16H17N